No. 1
An isolated molecule of H3N3O, computed with wB97M-V/def2-TZVPD.

The geometry in XYZ format:
```
7
Properties=species:S:1:pos:R:3:forces:R:3:mulliken_charge:R:1
H 1.08372 -2.29519 0.00534 -1.709 0.239 0.003 0.152
N 1.10643 -1.26327 -0.02779 -2.500 3.578 0.015 -0.434
N -0.50127 -0.57074 0.00651 3.968 -3.530 -0.492 0.610
N -0.51745 0.78779 -0.11190 -0.407 -0.736 0.229 -0.391
O -1.49464 -1.27209 0.06776 0.828 2.388 0.142 -0.495
H 0.37741 1.30535 -0.28439 -1.240 -1.332 0.508 0.287
H -1.40876 1.25179 0.14858 1.061 -0.608 -0.406 0.271
```
Forces are in eV/Å.

Output
Relative energy (zero: lowest compared OMol25 entry of this formula, charge and spin), kcal/mol: 113.8
Gap between HOMO and LUMO (spin up / spin down), eV: 8.496 / 8.497
Energy, eV: -6560.4558


No. 2
An isolated molecule of H3N3O2, computed with wB97M-V/def2-TZVPD.

The geometry in XYZ format:
```
8
Properties=species:S:1:pos:R:3:forces:R:3:mulliken_charge:R:1
N -0.10987 1.42821 0.25487 4.911 2.824 -1.496 -0.260
O -0.33634 0.53657 -0.66157 0.111 -2.099 -0.110 -0.204
N 0.41810 -0.88784 -0.56878 0.329 0.877 -1.060 0.052
N 0.23518 -1.83418 0.29941 -0.510 -0.945 0.522 0.125
O 0.52107 -2.96302 -0.13446 -0.201 1.596 0.369 -0.462
H 0.91736 1.87327 0.34509 -2.935 -1.669 -0.730 0.279
H -0.52562 1.39254 1.11378 -1.645 -1.014 2.481 0.242
H 0.52376 -1.24211 -1.52798 -0.060 0.429 0.024 0.228
```
Forces are in eV/Å.

Output
Relative energy (zero: lowest compared OMol25 entry of this formula, charge and spin), kcal/mol: 60.4
Gap between HOMO and LUMO, eV: 9.694
Energy, eV: -8607.2500